{"formula": "C31H31BrN3O12Sm", "method": "ωB97M-V with the def2-TZVPD basis set", "s2": 8.756, "charge": -2, "multiplicity": 6, "e_homo_ha": -0.073, "gap_ev": 5.42, "energy_ev": -149640.54440, "fmax_ev_per_a": 4.85, "symbols": ["Sm", "O", "C", "C", "N", "C", "C", "O", "O", "C", "C", "O", "O", "H", "H", "H", "H", "H", "H", "H", "H", "H", "O", "C", "C", "O", "O", "C", "C", "C", "C", "C", "C", "C", "C", "C", "C", "C", "C", "H", "H", "H", "H", "H", "H", "H", "H", "H", "H", "H", "C", "C", "N", "O", "C", "C", "N", "O", "H", "H", "H", "H", "H", "H", "H", "Br", "C", "C", "C", "C", "C", "C", "C", "O", "O", "H", "H", "H", "H"], "xyz": [[12.86394, -16.57508, -4.87441], [15.03204, -16.17664, -3.34256], [16.30889, -16.80140, -3.30116], [16.08867, -18.26773, -3.07792], [15.27088, -18.81106, -4.18888], [15.92382, -18.83256, -5.45244], [15.43807, -17.83352, -6.56087], [16.14449, -17.80369, -7.58352], [14.44148, -17.04621, -6.30978], [14.40000, -20.00739, -3.86335], [12.94838, -19.98158, -4.30004], [12.28090, -21.05322, -4.26659], [12.51052, -18.85330, -4.77560], [14.91394, -15.25631, -3.01668], [16.91063, -16.39982, -2.45987], [16.92335, -16.56388, -4.21537], [15.60293, -18.30942, -2.10983], [16.98384, -18.92322, -2.92519], [15.80234, -19.82899, -5.90898], [16.96032, -18.58869, -5.23182], [14.50907, -20.27453, -2.81049], [14.92540, -20.83406, -4.41060], [9.99564, -18.96546, -5.52063], [9.72591, -18.53553, -6.87350], [11.00486, -17.77891, -7.38957], [11.41739, -18.10441, -8.53366], [11.50075, -16.94174, -6.58823], [8.53548, -17.58691, -6.88490], [8.37002, -16.82184, -7.99582], [7.41026, -15.81633, -8.10080], [6.56850, -15.64277, -7.00763], [6.57927, -16.55185, -5.92440], [7.62774, -17.47741, -5.82391], [9.53764, -19.71757, -7.78072], [8.46272, -19.97568, -8.54807], [8.51415, -21.08998, -9.38409], [9.54886, -22.08406, -9.44775], [10.63091, -21.75747, -8.56720], [10.68457, -20.59564, -7.84510], [10.95706, -19.15579, -5.40044], [8.97848, -17.05012, -8.84015], [7.36820, -15.18812, -8.99175], [5.95972, -14.71733, -6.94499], [5.89128, -16.46856, -5.07434], [7.78824, -18.10978, -4.92334], [7.59199, -19.27886, -8.71018], [7.58734, -21.26706, -9.92605], [9.40892, -23.04922, -9.86900], [11.37660, -22.50738, -8.51214], [11.59193, -20.36263, -7.27536], [9.05842, -14.16856, -2.45611], [10.12846, -15.14240, -2.98883], [10.55884, -15.20906, -4.19970], [10.01114, -14.24675, -5.02740], [10.82084, -15.98109, -2.03450], [10.35474, -16.32545, -0.64246], [11.98306, -16.50707, -2.49825], [12.55982, -17.36834, -1.76094], [9.58783, -13.25399, -2.16496], [8.61201, -14.53070, -1.58036], [8.27559, -14.00575, -3.17413], [10.78948, -14.05855, -5.62558], [10.44400, -15.50370, 0.07190], [10.84989, -17.22300, -0.20534], [9.22658, -16.54160, -0.63058], [14.16966, -9.03002, -2.26679], [13.58121, -10.01195, -3.75657], [12.97865, -9.31150, -4.83319], [12.68796, -10.04733, -6.02099], [12.65949, -11.42876, -5.97707], [13.25452, -12.12425, -4.85653], [13.65324, -11.37566, -3.74390], [13.13371, -13.59874, -4.76834], [12.68301, -14.23040, -5.79304], [13.56509, -14.21328, -3.73937], [12.72958, -8.26316, -4.75118], [12.54387, -9.46913, -6.91160], [12.31392, -11.91901, -6.88343], [14.11783, -11.83887, -2.82496]], "forces_ev_per_a": [[-0.44, 0.39, 0.89], [0.07, -0.20, -0.08], [1.19, 1.44, 0.03], [-0.55, -1.26, -0.71], [-2.07, -0.31, 2.16], [-0.62, 0.10, -0.45], [0.77, 1.04, -0.57], [-0.80, -0.24, 0.98], [1.68, -1.08, -0.43], [2.62, 0.25, -0.78], [-1.73, -0.88, -0.74], [1.60, 2.16, 0.14], [0.49, -1.39, 0.67], [0.56, -0.79, -0.37], [-0.28, -0.14, -0.18], [-0.77, -0.29, 0.50], [-0.82, -0.29, -0.09], [0.16, 0.86, -0.35], [0.47, 0.20, 0.06], [0.43, -0.22, -0.72], [-0.32, 0.28, 0.04], [-0.86, 0.13, 0.37], [-0.95, 0.13, -0.97], [0.66, 0.18, 1.34], [0.34, -0.85, -2.18], [-0.50, 1.17, 1.80], [-0.32, 0.30, -0.34], [0.22, -0.71, 1.30], [-0.75, 0.73, -1.26], [0.14, -0.41, 0.76], [-0.72, 0.54, 0.44], [0.98, 0.33, 0.08], [-0.03, -0.27, 0.15], [2.68, -0.46, 0.89], [-1.03, 0.19, -1.64], [-0.27, -2.46, -0.99], [-1.07, 3.83, 2.78], [-1.15, -0.74, -1.39], [-1.12, 0.30, 0.39], [-0.36, 0.27, 0.13], [0.66, 0.12, -0.52], [-0.03, -0.06, 0.36], [0.00, -0.90, -0.15], [0.19, 0.22, -0.46], [-0.24, 0.54, -0.80], [1.04, -0.81, 0.71], [0.14, -0.14, -0.32], [0.05, -0.41, -0.65], [1.12, -0.30, 0.25], [-0.59, -0.12, -0.10], [1.59, -0.20, -1.32], [-0.23, 0.22, 0.59], [-0.14, -0.04, 0.63], [0.59, 0.89, -1.12], [1.87, -1.03, -0.16], [-1.89, -0.63, 0.14], [-2.08, -0.01, 1.24], [0.73, -0.10, 0.04], [-0.25, 0.14, -0.35], [-0.50, -0.80, 1.31], [-0.10, 0.41, -0.46], [-1.00, -0.40, 0.45], [0.31, 0.15, 0.03], [-0.13, 0.75, -0.70], [1.35, 0.14, -0.15], [0.09, 0.27, 0.44], [-1.62, 1.42, -1.47], [0.78, -1.51, -0.16], [0.23, 0.80, 2.22], [1.68, -0.38, 0.43], [-2.19, 1.64, -0.54], [1.36, -1.34, 0.74], [1.00, -2.46, -0.31], [0.29, 1.03, 1.11], [-0.85, 1.40, -1.12], [0.46, 0.14, -0.13], [-0.75, -0.05, -0.39], [0.23, -0.51, 0.43], [-0.75, 0.11, -1.37]], "lowdin_spin": [5.04, 0.00, 0.00, 0.00, 0.00, 0.00, 0.00, 0.00, -0.01, 0.00, 0.00, 0.00, -0.01, 0.00, 0.00, 0.00, 0.00, 0.00, 0.00, 0.00, 0.00, 0.00, 0.00, 0.00, 0.00, 0.00, -0.01, 0.00, 0.00, 0.00, 0.00, 0.00, 0.00, 0.00, 0.00, 0.00, 0.00, 0.00, 0.00, 0.00, 0.00, 0.00, 0.00, 0.00, 0.00, 0.00, 0.00, 0.00, 0.00, 0.00, 0.00, 0.00, 0.00, 0.00, 0.00, 0.00, -0.01, 0.00, 0.00, 0.00, 0.00, 0.00, 0.00, 0.00, 0.00, 0.00, 0.00, 0.00, 0.00, 0.00, 0.00, 0.00, 0.00, -0.01, 0.00, 0.00, 0.00, 0.00, 0.00]}